(1)
# C30H60O10

A cluster of 10 separate species, C30H60O10 in total in a non-equilibrium geometry (ωB97M-V/def2-TZVPD, OMol25).

Last column: Löwdin charge in e.
Atoms and positions in Å:
C  -0.6273  0.3137  2.0074  -0.001
H  -1.1001  2.8875  -3.3324  0.066
H  -1.2531  4.5797  0.8664  0.079
H  0.8765  7.2902  1.1001  0.089
H  4.4454  3.9928  3.3431  0.064
H  4.2156  1.5967  4.5455  0.058
H  -0.5334  -3.2468  -0.7369  0.071
O  1.4847  0.0085  5.0977  0.045
H  -1.0965  -0.6681  2.0722  0.067
C  -3.8308  -4.1598  -1.5892  -0.490
C  0.8335  5.2486  1.5834  -0.459
H  -3.4408  0.0112  -3.9705  0.046
C  1.0800  -4.4824  -0.4514  -0.527
H  -2.3076  -5.3341  6.3899  0.080
H  2.4741  3.5878  -2.0142  0.083
C  2.1893  0.9966  4.8829  -0.451
H  -0.0224  0.4736  2.8999  0.059
O  6.2698  1.7668  2.0243  0.048
H  2.2117  -0.5201  -6.0170  0.081
C  1.5998  2.2761  4.3094  -0.032
H  -5.9951  0.8913  -2.5484  0.049
C  1.0958  2.5132  -3.2909  -0.474
C  -1.1110  -4.0653  5.0496  -0.507
H  -0.0346  3.3983  0.6041  0.049
H  3.9051  0.0472  5.6231  0.085
H  -3.5341  -0.6173  -2.2466  0.036
H  1.0392  6.8556  2.7960  0.082
H  -0.0452  -3.6058  1.0024  0.076
C  0.2168  0.4796  0.7619  -0.479
H  -1.6373  -4.1250  2.9821  0.077
C  0.3442  -5.6775  -0.8835  -0.022
O  -0.5693  -3.4626  5.9585  0.062
H  3.9353  3.8026  1.0277  0.038
H  0.0218  3.8133  -4.3782  0.082
H  -5.5443  -5.3897  -1.3756  0.082
C  5.4819  3.7062  3.1653  -0.035
H  -2.1932  0.3971  -2.9381  0.030
H  0.1945  -1.0599  -3.6066  0.079
H  -1.1000  -2.4946  3.5441  0.083
H  -2.4286  -2.6373  -2.0163  0.059
H  -0.3716  2.1305  -4.8328  0.068
C  1.2230  -0.8081  -6.3745  -0.019
H  0.5473  0.0464  -6.3377  0.079
C  -0.3082  4.2164  1.2705  -0.005
H  -0.3822  -5.9936  -0.1348  0.092
C  4.2758  2.7672  1.0352  -0.011
H  -0.9002  -0.8201  -0.4667  0.067
H  2.0934  3.0944  4.8337  0.076
H  -4.3400  -5.9046  -2.6171  0.088
H  -1.4644  -6.0868  4.9977  0.085
H  -0.6211  6.8241  2.0433  0.079
O  1.3925  0.8027  0.8353  0.036
O  1.9905  1.8177  -3.7260  0.032
C  -5.3994  1.6403  -3.0701  -0.137
H  5.9347  3.2778  4.0594  0.078
C  -0.9805  -3.5725  3.6540  -0.024
H  1.6812  2.3570  3.2254  0.065
C  0.7829  -1.8527  -5.3718  -0.472
H  1.2053  -1.1972  -7.3925  0.079
H  0.4499  0.1103  -1.3390  0.077
H  -2.9591  -5.2667  4.7701  0.078
H  -1.4420  1.0328  1.9220  0.087
C  -0.2427  2.8249  -4.0025  -0.005
C  5.4095  2.6224  2.1084  -0.470
H  0.9003  -2.4985  -3.4007  0.074
H  3.3734  2.2236  1.3148  0.056
O  -3.4373  2.5383  -2.2304  -0.186
C  -4.8820  -5.0666  -2.1788  -0.029
H  1.2139  2.9240  -1.0572  0.053
C  -4.0251  1.5389  -2.6773  -0.663
H  -5.3671  -4.4096  -2.9007  0.082
H  -0.0019  -3.9722  3.3881  0.093
C  -0.3454  0.1095  -0.5936  -0.016
H  -3.6329  -2.8804  -3.2542  0.082
O  2.2974  -4.3848  -0.3960  0.064
C  -3.2655  0.2033  -2.9120  -0.081
H  -2.3289  -4.0869  -3.0864  0.093
H  0.8882  -2.4447  0.0676  0.090
H  -0.2632  -5.5123  -1.7734  0.080
H  0.7443  4.1845  -2.1963  0.076
O  0.0872  -2.8493  -5.6647  0.011
H  4.6096  2.6267  0.0071  0.082
C  1.0966  -1.5724  -3.9409  -0.029
C  -2.9887  -3.4057  -2.5491  -0.040
C  0.2703  -3.3395  -0.0064  -0.015
O  -3.6269  -4.1434  -0.3531  0.007
H  -1.0655  0.8545  -0.9322  0.079
O  1.9675  4.8791  1.4316  0.048
H  -5.6316  1.6499  -4.1350  0.041
H  5.9352  4.6005  2.7376  0.090
H  0.5463  2.3633  4.5752  0.081
C  3.6604  1.0646  5.3180  -0.007
H  -5.8177  2.6140  -2.8150  0.061
C  1.4137  3.3376  -2.0458  -0.014
C  -2.0318  -5.2219  5.3413  -0.029
C  0.4493  6.6804  1.8963  -0.014
H  1.9659  -1.0421  -3.5519  0.087
H  1.0428  -6.4477  -1.2104  0.088
H  3.7753  1.6509  6.2296  0.083
H  -0.6116  3.7839  2.2239  0.070

Cartesian forces (eV/Å) of the 2 atoms listed first:
C 0.038 0.281 -0.334
H -0.126 -0.067 0.021

Summary:
**E_LUMO (alpha / beta)**: 2.2 / 2.2 eV
**HOMO level (alpha / beta)**: 0.27 / -4.41 eV
**Energy above the lowest of the compared OMol25 structures with the same formula, charge and spin**: 28.9 kcal per mole
**Charge**: -1
**Frontier orbital gap (alpha / beta)**: 1.934 / 6.590 eV
**2S+1**: 2

***

(2)
# C30H61BBr20ClNO4P

A structure of composition C30H61BBr20ClNO4P in a non-equilibrium geometry (ωB97M-V/def2-TZVPD, OMol25).

Last column: Löwdin charge in e.
Atoms and positions in Å:
H  6.5354  -4.1405  -5.9160  0.069
H  -0.1422  4.0509  2.8555  0.140
H  -9.6938  4.8935  2.5480  0.065
H  -0.1887  3.6021  0.2174  0.082
H  -2.3991  -0.1808  1.5878  0.077
H  -4.1684  0.9025  -3.1148  0.139
H  4.8460  -4.6486  -6.1673  0.057
H  -1.8194  -2.5250  1.0302  0.046
H  0.1954  -3.4978  -8.4818  0.062
H  -0.3601  5.5241  0.4025  0.006
C  -8.6214  5.0729  2.6610  -0.666
H  -6.4528  0.6332  -0.1052  0.139
C  0.9887  8.9950  1.4976  -0.685
C  3.8743  1.0080  5.0517  -0.664
H  -8.2214  4.3917  3.4170  0.057
Br  5.3143  -0.3375  -7.1834  0.860
H  -0.2314  -5.1640  -8.0162  0.054
C  -2.8834  3.4550  3.9176  -0.284
N  -2.2558  3.2809  2.5517  -0.174
H  2.9004  0.9558  7.0113  0.058
Br  -2.1487  -4.9088  -5.7864  0.593
Br  6.2907  -7.0826  -0.7520  0.586
H  -1.1629  -2.6930  -6.3905  0.053
H  -8.9798  6.8717  3.7927  0.065
B  -3.7480  0.6191  -1.1937  -0.503
C  2.8101  1.4387  6.0342  -0.661
C  -1.1587  4.2974  2.2822  -0.214
Br  3.2509  -2.1649  -6.1612  0.530
Br  0.9447  -0.8923  2.3309  0.594
O  -6.9469  0.6509  3.1654  -0.080
H  8.0171  -8.8250  -2.3941  0.053
C  -6.2562  0.1299  2.1142  -0.620
Br  8.9633  -6.6838  -3.2683  0.592
C  -8.3537  6.5288  2.9641  -0.679
O  -2.2369  3.4693  5.0880  -0.014
H  -4.9329  2.5052  4.2344  0.094
Br  1.1276  -4.6174  -3.0320  0.582
Br  4.8756  1.3086  -10.4593  0.605
Br  -1.7079  -5.2450  5.7742  0.610
H  -1.9463  4.4401  0.1320  0.074
H  -1.3890  1.4958  3.4759  0.112
Br  -6.5192  6.7985  3.5695  0.627
C  1.7941  -3.5430  3.0197  -0.670
H  3.6402  1.2699  4.0162  0.055
C  5.4909  -3.8960  -5.7054  -0.611
Br  -1.2820  -1.5992  6.1758  0.621
H  -3.8222  2.8836  0.3805  0.066
C  -0.8715  4.4779  0.6470  -0.118
H  -1.5770  -0.4553  -0.4577  0.119
Br  4.1432  -0.9233  5.1033  0.672
C  4.3271  1.8985  -8.6826  -0.694
C  -0.1114  -4.1400  -7.6520  -0.655
Br  0.5188  -4.5380  1.9293  0.626
C  -4.5477  3.5936  3.9596  -0.031
Br  1.4068  -4.1461  -6.4272  0.531
H  -2.0682  -3.2284  7.9003  0.057
H  -8.5058  7.1864  2.1036  0.058
H  -2.5517  -3.5917  -0.4597  0.106
C  2.4028  -3.6224  -1.9416  -0.703
C  7.6159  -8.0829  -3.0897  -0.691
C  -2.9599  0.7912  1.9322  -0.253
H  -0.1120  -4.9521  7.6387  0.063
C  -2.5245  -2.5447  0.0964  -0.083
H  2.3994  -1.9848  -0.5406  0.043
H  -0.8577  1.8106  1.6684  0.122
H  2.8252  2.5241  6.1677  0.063
C  -1.3510  -3.5921  -6.9841  -0.690
H  5.1721  2.0841  -6.7088  0.062
C  5.1749  -2.4850  -6.1438  -0.883
C  -5.9792  1.1506  0.8607  -0.230
H  7.5365  -8.5296  -4.0843  0.059
C  1.7592  -2.4037  -1.3222  -0.707
H  0.1586  -2.5215  4.0553  -0.020
H  6.0135  -6.5952  -3.1874  -0.045
H  0.7673  -2.6009  -0.9060  0.019
Br  -0.7976  8.5916  0.8260  0.610
Br  1.5535  -0.9717  -2.6304  0.594
H  4.8432  1.4372  5.3201  0.062
C  -0.4327  -4.2499  6.8646  -0.685
H  5.6200  -1.7206  -5.5006  -0.010
C  2.0528  8.5643  0.5152  -0.683
C  -1.0762  -3.0313  7.4840  -0.660
H  -1.6044  -1.7847  -1.8492  0.137
H  -3.6363  -2.3744  0.4858  0.044
H  3.0218  8.9934  0.7836  0.061
C  -1.7748  1.8537  2.4053  -0.210
Br  2.3218  6.6329  0.5668  0.623
P  -4.0819  1.4470  0.5322  1.137
O  -3.5588  -0.8284  -1.4099  -0.078
H  -4.8786  3.9284  2.8876  0.056
H  2.1148  -4.2452  3.7938  0.062
H  1.0790  8.5121  2.4748  0.055
Br  1.0239  1.0354  5.3625  0.603
H  3.3526  1.4447  -8.4827  0.053
C  -2.2344  -1.2941  -0.9691  -0.215
H  2.6456  -3.3044  2.3766  0.055
H  -0.4361  -2.6124  8.2656  0.064
Cl  -5.7669  -1.6546  2.2197  0.637
H  2.7235  -4.3245  -1.1675  0.059
H  5.4899  -8.2491  -2.7786  0.062
H  0.4188  -4.0113  6.2215  0.041
C  5.3717  1.5565  -7.6459  -0.623
H  1.7907  -1.9055  4.4207  -0.044
H  -2.1254  -3.3766  -7.7258  0.057
H  5.4999  -2.3197  -7.1750  -0.047
H  1.8188  8.8261  -0.5203  0.056
H  -1.4932  5.3727  2.6495  0.135
H  6.3930  1.7752  -7.9701  0.055
H  -3.5766  0.4815  2.9057  0.116
O  -3.7148  1.4919  -2.4199  0.032
H  -6.4307  2.2105  1.0675  0.022
C  1.1505  -2.3243  3.6391  -0.735
H  4.2078  2.9818  -8.7671  0.056
H  -4.9192  4.3956  4.7265  0.072
Br  -7.8371  4.5511  0.9529  0.639
H  3.2543  -3.3838  -2.5847  -0.067
Br  5.3033  -4.0943  -3.7739  0.756
C  6.2869  -7.5105  -2.6549  -0.711
H  1.0037  10.0804  1.6312  0.061

Cartesian forces (eV/Å) of the 2 atoms listed first:
H -0.155 0.100 0.033
H -2.208 0.374 -1.164

Summary:
**E_LUMO**: -3.8 eV
**HOMO level**: -9.68 eV
**Charge**: +1
**Frontier orbital gap**: 5.870 eV

***

charge of number 2 (C30H61BBr20ClNO4P)?
+1

***

Which of these has the lowest charge?
C30H60O10

***

The highest charge belongs to which entry?
C30H61BBr20ClNO4P

***

The highest charge belongs to which entry?
C30H61BBr20ClNO4P